(1)
{
  "formula": "C4H8N2O",
  "method": "wB97M-V/def2-TZVPD",
  "symbols": ["C", "C", "O", "C", "N", "H", "H", "H", "C", "N", "H", "H", "H", "H", "H"],
  "xyz": [[-2.38623, 0.04513, -1.44346], [-1.18598, 0.55151, -0.68867], [-0.55905, 1.53771, -0.97193], [-0.89369, -0.34089, 0.47253], [-1.02077, -1.17878, 1.26671], [-3.20313, -0.15207, -0.74267], [-2.68625, 0.77232, -2.19855], [-2.12932, -0.90947, -1.91649], [2.40564, -0.06107, 0.35366], [1.30394, 0.63224, 1.00200], [2.52811, 0.33013, -0.66150], [2.15609, -1.12487, 0.27212], [3.37112, 0.02304, 0.87493], [1.47410, 1.62836, 1.07200], [1.13097, 0.25958, 1.92953]],
  "forces_ev_per_angstrom": [[-0.07, 0.05, -0.09], [0.08, 0.36, -0.23], [-0.32, -0.51, 0.17], [-0.20, -0.82, 0.73], [0.06, 0.74, -0.75], [0.09, 0.02, -0.11], [0.06, -0.09, 0.08], [-0.04, 0.12, 0.07], [0.17, -0.12, -0.12], [0.13, 0.15, 0.27], [0.00, -0.06, 0.14], [0.06, 0.15, 0.01], [-0.13, -0.03, -0.10], [0.02, -0.08, 0.02], [0.10, 0.13, -0.08]],
  "de_lowest_kcal_mol": 52.26,
  "smiles": "CC(=O)C#N.CN",
  "max_force_ev_per_a": 1.1,
  "e_homo_ev": -9.17,
  "charge": 0
}

***

(2)
{
  "formula": "C2H7N5S",
  "method": "wB97M-V/def2-TZVPD",
  "symbols": ["N", "N", "C", "N", "N", "C", "N", "S", "H", "H", "H", "H", "H", "H", "H"],
  "xyz": [[-0.53763, 0.42122, 2.62293], [-0.43511, 0.30039, 1.18510], [-1.15271, -0.68542, 0.77847], [-1.27575, -1.08618, -0.50685], [-1.00285, -0.39265, -1.68765], [0.13267, 0.16820, -1.86819], [1.21027, 0.22220, -1.01632], [2.55560, 1.17728, -1.46715], [0.43540, 0.34249, 2.96819], [-0.79697, 1.39031, 2.79667], [-1.72885, -1.27851, 1.49118], [-2.05000, -1.69302, -0.67535], [0.27699, 0.63817, -2.84506], [0.96101, 0.29580, -0.03233], [3.40792, 0.17971, -1.74365]],
  "forces_ev_per_angstrom": [[0.79, 0.01, 0.18], [-0.35, -0.33, -0.10], [0.23, 0.49, 0.33], [0.20, 0.05, -0.24], [0.26, 0.26, -0.12], [-0.17, -0.04, -0.04], [0.35, 0.21, -0.44], [-0.25, -0.10, 0.06], [-0.77, 0.11, -0.16], [0.07, -0.11, -0.01], [0.07, -0.02, -0.08], [-0.24, -0.25, 0.04], [-0.05, -0.16, 0.25], [-0.15, -0.08, 0.34], [0.02, -0.06, -0.01]],
  "de_lowest_kcal_mol": 23.46,
  "smiles": "N/N=C/N/N=C\\NS",
  "max_force_ev_per_a": 0.8,
  "e_homo_ev": -8.52,
  "charge": 0
}

***

(3)
{
  "formula": "C4H12",
  "method": "wB97M-V/def2-TZVPD",
  "symbols": ["C", "C", "H", "H", "H", "H", "H", "H", "C", "C", "H", "H", "H", "H", "H", "H"],
  "xyz": [[-1.04213, 0.38077, -2.00679], [-2.31633, 0.29414, -1.13698], [-1.07464, 0.27591, -3.08988], [-0.40384, 1.22030, -1.74051], [-0.46468, -0.51079, -1.72487], [-3.01862, 1.08015, -1.37525], [-2.73532, -0.70614, -1.15887], [-1.89547, 0.34810, -0.12942], [1.46856, -0.12742, 0.75656], [1.77007, -0.40904, 2.26764], [2.20109, 0.61901, 0.47347], [1.55720, -1.09119, 0.27385], [0.43689, 0.20672, 0.70399], [1.11932, -1.19963, 2.65508], [1.63214, 0.46501, 2.89585], [2.76577, -0.84591, 2.33612]],
  "forces_ev_per_angstrom": [[0.55, -1.29, 0.41], [1.51, -0.10, -0.32], [-0.70, 0.40, -0.07], [-0.18, 0.24, -0.09], [0.20, 0.20, 0.02], [-0.34, 0.01, 0.30], [-0.44, 0.03, -0.45], [-0.59, 0.53, 0.19], [0.00, -0.40, 2.40], [-0.37, -0.76, -0.76], [-0.20, 0.02, -0.77], [0.19, 0.12, -0.67], [0.04, 0.31, -0.46], [-0.17, 0.18, -0.06], [0.29, 0.11, 0.04], [0.21, 0.42, 0.29]],
  "de_lowest_kcal_mol": 9.61,
  "smiles": "CC.CC",
  "max_force_ev_per_a": 2.4,
  "e_homo_ev": -11.76,
  "charge": 0
}

***

(4)
{
  "formula": "C26H64ClN4O13S",
  "method": "wB97M-V/def2-TZVPD",
  "symbols": ["O", "N", "S", "C", "N", "C", "Cl", "N", "N", "H", "H", "H", "H", "C", "O", "C", "C", "O", "C", "H", "H", "H", "H", "H", "H", "H", "H", "H", "H", "C", "O", "C", "C", "O", "C", "H", "H", "H", "H", "H", "H", "H", "H", "H", "H", "C", "O", "C", "C", "O", "C", "H", "H", "H", "H", "H", "H", "H", "H", "H", "H", "C", "O", "C", "C", "O", "C", "H", "H", "H", "H", "H", "H", "H", "H", "H", "H", "C", "O", "C", "C", "O", "C", "H", "H", "H", "H", "H", "H", "H", "H", "H", "H", "C", "O", "C", "C", "O", "C", "H", "H", "H", "H", "H", "H", "H", "H", "H", "H"],
  "xyz": [[5.48208, -2.39073, -2.52572], [4.78320, -1.22612, -2.34041], [5.72926, 0.20050, -2.01037], [3.45265, -1.13251, -2.44304], [2.69513, 0.07687, -2.26833], [1.36410, -0.44462, -2.53066], [-0.21895, 0.39459, -2.56557], [1.40958, -1.85934, -2.79651], [2.69642, -2.30915, -2.74848], [6.24969, -2.09893, -3.08173], [5.35931, 0.75301, -0.79269], [0.59269, -2.44161, -3.01210], [3.01200, -3.27080, -2.90765], [-5.16669, 2.53403, 0.11363], [-4.69486, 2.34808, 1.44124], [-4.97716, 1.04360, 1.94304], [-3.75908, 0.13043, 1.83932], [-3.40336, -0.11204, 0.47836], [-2.33118, 0.70948, 0.04534], [-4.66742, 3.40947, -0.30429], [-4.95221, 1.67587, -0.52603], [-6.24486, 2.71839, 0.12926], [-5.84012, 0.60865, 1.42853], [-5.23992, 1.15776, 2.99944], [-4.01039, -0.83880, 2.28321], [-2.91070, 0.54329, 2.39571], [-1.38443, 0.30308, 0.41660], [-2.43998, 1.74505, 0.37962], [-2.31569, 0.69944, -1.04577], [1.37952, 1.32575, 3.26557], [0.85619, 0.19606, 2.57630], [1.55421, -0.07586, 1.36720], [2.57254, -1.19798, 1.54774], [3.61134, -0.82062, 2.44261], [3.41022, -1.33153, 3.75662], [1.01491, 1.29473, 4.29284], [2.47049, 1.32886, 3.28647], [1.01951, 2.24408, 2.79215], [2.03306, 0.83143, 0.98351], [0.80688, -0.39766, 0.63235], [3.04264, -1.40258, 0.57749], [2.08463, -2.11842, 1.88376], [3.69949, -2.38616, 3.78928], [2.37349, -1.22716, 4.08748], [4.04879, -0.77037, 4.44011], [4.36607, 3.00907, -5.41333], [3.11317, 2.43466, -5.76353], [2.25265, 2.28083, -4.63977], [1.22948, 3.41042, -4.56030], [1.86110, 4.66170, -4.31931], [2.02378, 5.42890, -5.50765], [4.84033, 3.37063, -6.32647], [4.25842, 3.84865, -4.72440], [5.00745, 2.24525, -4.96230], [2.83244, 2.21101, -3.71405], [1.71911, 1.33310, -4.77379], [0.56189, 3.21820, -3.71261], [0.61558, 3.45040, -5.46630], [1.07476, 5.90526, -5.77025], [2.37245, 4.82255, -6.34791], [2.76459, 6.20552, -5.31138], [-7.97180, -5.09093, 3.93219], [-8.68240, -4.02967, 3.30840], [-8.32166, -2.75257, 3.82743], [-7.32020, -2.04343, 2.92009], [-6.07703, -2.73927, 2.87223], [-5.95431, -3.54874, 1.70972], [-8.06364, -5.97683, 3.30230], [-6.91152, -4.86316, 4.05519], [-8.41567, -5.30626, 4.90865], [-7.93222, -2.84388, 4.84631], [-9.23789, -2.15523, 3.87107], [-7.11653, -1.04998, 3.33460], [-7.72965, -1.90820, 1.91314], [-5.69216, -2.92212, 0.85114], [-6.87178, -4.10176, 1.49114], [-5.15024, -4.26704, 1.87960], [2.73827, 4.23245, -1.15439], [4.13911, 4.46633, -1.09376], [4.49759, 5.75261, -1.59665], [4.71316, 6.75492, -0.46615], [3.50454, 7.00773, 0.24371], [3.41880, 6.26558, 1.45327], [2.50546, 3.39159, -0.49720], [2.15876, 5.09686, -0.82635], [2.45586, 3.96951, -2.17618], [3.74548, 6.11498, -2.30458], [5.43974, 5.63145, -2.14120], [5.03552, 7.70683, -0.90116], [5.50062, 6.41470, 0.21498], [4.02846, 6.74673, 2.22397], [3.74215, 5.22834, 1.32706], [2.37705, 6.26543, 1.77818], [1.94080, -6.37199, 1.26464], [1.00971, -5.69529, 2.09780], [0.53174, -4.48758, 1.51401], [-0.83816, -4.68041, 0.86920], [-0.77125, -5.57293, -0.23993], [-1.18639, -6.89238, 0.09729], [2.02872, -7.39956, 1.61906], [1.62281, -6.39308, 0.22053], [2.92017, -5.88894, 1.34004], [1.25452, -4.09393, 0.79045], [0.43656, -3.75725, 2.32429], [-1.18147, -3.71379, 0.48347], [-1.57206, -5.02664, 1.60412], [-2.27892, -6.93702, 0.12903], [-0.77981, -7.22192, 1.05704], [-0.82917, -7.56982, -0.67984]],
  "forces_ev_per_angstrom": [[0.14, -0.13, -0.43], [-0.43, 2.82, 1.04], [0.18, 0.48, -0.21], [-1.43, -1.14, -0.48], [-3.00, -5.04, -1.29], [2.57, -1.97, -0.05], [2.99, -1.36, 0.09], [-1.49, 3.57, 0.48], [1.16, 3.55, 0.80], [-0.69, -0.58, 0.42], [-0.25, -1.14, -0.49], [0.64, 0.21, 0.15], [-0.31, 0.61, 0.10], [-0.03, 0.20, 0.14], [0.00, -0.34, -0.27], [0.42, 0.24, 0.22], [-0.48, -0.23, -0.02], [0.24, 0.34, -0.04], [-0.20, -0.18, 0.09], [-0.04, 0.00, 0.12], [-0.01, -0.06, 0.04], [-0.03, -0.03, -0.12], [0.08, -0.05, -0.05], [0.01, -0.05, -0.02], [-0.02, 0.05, -0.01], [-0.05, 0.08, -0.07], [0.11, 0.11, 0.03], [-0.01, -0.06, 0.03], [-0.18, -0.06, 0.08], [-0.18, 0.10, 0.10], [0.40, -0.04, -0.27], [-0.26, -0.32, 0.35], [0.28, 0.46, 0.08], [-0.40, -0.07, -0.11], [0.15, -0.05, 0.11], [-0.06, -0.05, -0.11], [0.00, -0.06, -0.05], [0.07, 0.07, 0.03], [0.08, -0.03, 0.02], [-0.01, -0.02, -0.07], [0.00, -0.03, -0.07], [-0.03, 0.11, 0.02], [-0.06, -0.02, 0.08], [0.05, 0.01, -0.10], [0.02, -0.03, -0.14], [0.05, -0.09, -0.17], [-0.04, 0.13, 0.36], [-0.12, 0.19, -0.52], [0.25, 0.04, 0.37], [0.00, -0.25, -0.40], [-0.02, 0.16, 0.03], [-0.08, -0.10, 0.01], [-0.06, -0.03, 0.04], [0.08, 0.06, 0.08], [-0.02, 0.11, -0.03], [-0.04, -0.01, -0.03], [-0.01, 0.00, -0.02], [0.10, -0.04, -0.01], [0.03, 0.01, -0.09], [-0.04, -0.02, 0.09], [-0.09, -0.05, 0.09], [-0.21, -0.07, -0.05], [0.40, 0.12, 0.14], [-0.24, -0.01, -0.49], [0.14, -0.04, 0.50], [-0.22, -0.11, -0.24], [0.13, 0.05, 0.05], [-0.09, 0.08, 0.01], [0.00, 0.07, 0.00], [0.09, -0.05, 0.05], [0.09, 0.01, -0.06], [0.04, 0.02, 0.02], [-0.04, -0.02, -0.01], [-0.03, -0.10, 0.05], [-0.03, -0.05, -0.10], [0.02, 0.07, 0.06], [0.00, 0.10, 0.05], [0.06, -0.26, -0.04], [-0.20, 0.14, 0.00], [0.35, -0.08, 0.30], [-0.37, 0.18, -0.30], [0.20, -0.41, 0.03], [-0.08, 0.17, 0.01], [0.11, 0.00, 0.04], [0.05, 0.04, -0.02], [-0.11, 0.12, 0.06], [-0.04, 0.01, 0.10], [-0.01, 0.04, 0.00], [0.01, -0.06, 0.01], [-0.05, -0.07, -0.05], [0.01, -0.09, 0.07], [0.02, 0.06, -0.05], [0.06, 0.10, -0.06], [0.04, -0.05, 0.24], [0.01, 0.17, -0.49], [-0.41, -0.34, 0.48], [0.33, 0.16, -0.36], [0.10, -0.01, 0.31], [-0.07, -0.07, -0.14], [-0.01, 0.10, 0.06], [-0.07, 0.03, -0.01], [0.07, -0.03, -0.08], [-0.02, -0.06, -0.10], [-0.03, 0.02, -0.03], [-0.03, 0.00, 0.06], [0.12, -0.01, 0.01], [0.00, -0.08, 0.06], [-0.01, 0.10, -0.05], [-0.04, 0.12, -0.01]],
  "max_force_ev_per_a": 6.0,
  "e_homo_ev": -10.61,
  "charge": 1
}

***

(5)
{
  "formula": "C19H39GaN3O3",
  "method": "wB97M-V/def2-TZVPD",
  "symbols": ["N", "C", "O", "Ga", "H", "H", "H", "C", "C", "C", "C", "C", "C", "N", "O", "C", "C", "C", "H", "H", "H", "H", "H", "H", "H", "H", "H", "H", "H", "H", "H", "H", "H", "H", "H", "H", "C", "C", "C", "C", "C", "C", "N", "O", "C", "C", "C", "H", "H", "H", "H", "H", "H", "H", "H", "H", "H", "H", "H", "H", "H", "H", "H", "H", "H"],
  "xyz": [[6.24140, 3.67395, 4.58166], [5.31042, 4.29510, 4.86262], [4.28020, 4.72559, 5.55629], [2.67600, 4.01441, 4.72575], [2.06204, 2.91728, 5.72226], [3.00873, 3.31274, 3.31828], [1.62239, 5.22196, 4.50230], [-1.53400, 1.53925, -1.07935], [-1.13062, 2.06135, 0.31736], [-2.37679, 2.08452, 1.21451], [-3.34803, 3.19831, 0.83369], [-2.64340, 4.55219, 0.81670], [-1.35168, 4.57572, -0.01781], [-0.47269, 3.39807, 0.23008], [0.15531, 3.60497, 1.37476], [-1.68602, 4.65939, -1.52300], [-0.63544, 5.91174, 0.26092], [-0.14899, 0.98878, 0.82608], [-1.77510, 0.47472, -1.03622], [-2.42769, 2.00947, -1.48669], [-0.71717, 1.66115, -1.79545], [-2.08533, 2.21090, 2.26210], [-2.89371, 1.12080, 1.15796], [-3.80891, 2.99994, -0.13963], [-4.17100, 3.22606, 1.55373], [-3.33814, 5.31387, 0.44988], [-2.41416, 4.82514, 1.85260], [-0.77936, 4.57170, -2.12693], [-2.14193, 5.62196, -1.76711], [-2.39708, 3.90984, -1.86341], [-0.42777, 6.06172, 1.32107], [-1.25650, 6.75250, -0.05598], [0.30936, 5.97320, -0.28474], [0.74875, 0.96133, 0.20372], [-0.60797, -0.00219, 0.78729], [0.15584, 1.15028, 1.86028], [2.05484, -5.79128, -1.88146], [1.95613, -4.26844, -1.64106], [2.05831, -3.99832, -0.13236], [0.80185, -4.42467, 0.62198], [-0.44222, -3.77705, 0.01980], [-0.56967, -3.96075, -1.50195], [0.70512, -3.70432, -2.23190], [0.85992, -2.39425, -2.31487], [-1.07238, -5.38283, -1.83135], [-1.71793, -3.05740, -1.99021], [3.20664, -3.71652, -2.35033], [3.06757, -6.14539, -1.67868], [1.41652, -6.38362, -1.22866], [1.82135, -6.04060, -2.92015], [2.23727, -2.93388, 0.04950], [2.92314, -4.52567, 0.28187], [0.69718, -5.51449, 0.62268], [0.89100, -4.13255, 1.67151], [-1.33084, -4.17427, 0.51885], [-0.41369, -2.70783, 0.25792], [-1.06648, -5.55632, -2.91056], [-2.10107, -5.52001, -1.49049], [-0.50324, -6.17729, -1.35466], [-1.56602, -2.01011, -1.72547], [-2.66568, -3.35518, -1.53760], [-1.83774, -3.12229, -3.07484], [3.14869, -3.89338, -3.42751], [4.10737, -4.21174, -1.98288], [3.35021, -2.64879, -2.18528]],
  "forces_ev_per_angstrom": [[1.18, 0.05, -1.21], [-2.34, 0.11, 3.33], [1.86, -0.13, -2.13], [-1.46, -0.39, -0.55], [0.17, 0.08, 0.21], [0.31, 0.20, 0.20], [0.29, 0.07, 0.18], [-0.20, 0.22, -0.31], [-0.36, -1.77, -1.09], [-0.15, 0.36, 0.17], [-0.02, 0.02, -0.06], [-0.09, -0.39, 0.39], [-0.60, 1.32, -1.63], [-0.30, 0.42, 3.13], [0.18, -0.17, -1.18], [-0.26, -0.21, -0.24], [0.48, -0.28, 0.53], [0.37, 0.42, 0.44], [0.15, 0.04, 0.19], [0.10, 0.10, -0.01], [-0.05, 0.04, 0.07], [0.18, 0.07, -0.08], [0.20, -0.03, -0.12], [0.07, -0.04, 0.00], [0.02, 0.02, -0.03], [0.20, 0.06, -0.12], [0.20, -0.02, -0.08], [-0.02, -0.07, 0.10], [0.07, 0.02, 0.20], [0.07, -0.08, 0.03], [0.12, -0.20, -0.07], [-0.15, -0.23, -0.12], [-0.03, -0.07, 0.06], [-0.03, 0.06, 0.05], [-0.19, 0.15, -0.16], [0.06, 0.20, -0.11], [-0.31, -0.27, 0.04], [1.40, -1.59, -0.18], [-0.35, 0.20, 0.22], [-0.04, -0.05, -0.01], [0.51, 0.20, 0.23], [-1.79, -1.34, -0.07], [0.39, 2.78, 1.68], [-0.13, -0.97, -0.73], [0.12, -0.37, 0.10], [0.44, 0.59, -0.27], [-0.27, 0.63, -0.15], [0.02, 0.23, -0.04], [-0.08, 0.06, -0.09], [-0.04, 0.04, 0.08], [-0.07, 0.02, -0.17], [0.01, -0.01, -0.24], [0.04, 0.02, -0.05], [-0.02, -0.01, -0.05], [-0.07, 0.00, -0.24], [0.02, 0.01, -0.20], [0.08, 0.05, 0.05], [0.05, 0.21, 0.02], [0.09, 0.04, -0.05], [0.17, -0.07, -0.11], [0.19, -0.24, 0.09], [0.08, 0.01, 0.05], [-0.05, 0.04, 0.05], [-0.21, -0.14, 0.11], [-0.19, -0.03, -0.05]],
  "s_squared": 2.008,
  "max_force_ev_per_a": 4.1,
  "e_homo_ev": [-5.11, -5.11],
  "charge": -1,
  "spin_multiplicity": 3
}